*A*
C2H6N4S | ωB97M-V with the def2-TZVPD basis set

Element x y z (Å)
H: 0.003 1.555 0.254
N: 1.155 1.490 0.163
C: 1.469 0.249 0.070
N: 2.731 -0.368 -0.006
S: 0.102 -0.918 -0.167
C: -1.453 0.119 -0.110
N: -2.489 -0.681 0.344
N: -1.446 1.376 -0.220
H: -2.352 1.623 0.023
H: 3.537 0.232 0.197
H: 3.089 -1.550 0.281
H: -3.464 -0.432 -0.120
H: -2.205 -1.666 0.312

Output
SMILES: [H]/N=C(/N)S/C(N)=N/[H]
molar mass: 118.2 Da
multiplicity: 1
HOMO level: -8.631 eV

=====

*B*
C2H6N4S | ωB97M-V with the def2-TZVPD basis set

Element x y z (Å)
N: -2.156 -0.508 -0.470
N: -1.663 0.764 -0.615
C: -0.448 1.072 -0.329
C: 0.643 0.124 0.018
S: 1.973 0.042 -0.976
N: 0.479 -0.577 1.142
N: -0.568 -0.601 2.026
H: -1.428 -1.197 -0.692
H: -2.856 -0.645 -1.173
H: -0.211 2.105 -0.412
H: 1.251 -1.270 1.367
H: -1.400 -0.765 1.451
H: -0.731 0.380 2.364

Output
SMILES: N/N=C\C(=S)NN
molar mass: 118.2 Da
multiplicity: 1
HOMO level: -8.570 eV

=====

Least stable: *A*

=====

*A*
C2H6N4S | ωB97M-V with the def2-TZVPD basis set

Element x y z (Å)
H: -0.547 -1.835 0.001
N: -1.094 -1.239 0.729
C: -0.875 -0.009 0.642
N: -1.583 0.870 1.497
N: 0.122 0.731 -0.057
N: 0.832 0.197 -1.150
C: 1.890 -0.666 -0.877
S: 2.617 -1.678 -1.980
H: -2.357 0.483 2.085
H: -1.804 1.836 1.188
H: 0.010 1.718 -0.151
H: 0.489 0.109 -2.115
H: 2.300 -0.516 0.186

Output
SMILES: [H]/N=C(/N)NNC=S
molar mass: 118.2 Da
multiplicity: 1
HOMO level: -8.812 eV

=====

*B*
C2H6N4S | ωB97M-V with the def2-TZVPD basis set

Element x y z (Å)
H: -2.352 -1.082 -0.871
N: -1.512 -1.322 -1.369
C: -0.542 -0.734 -0.859
N: -0.521 0.363 0.055
S: -1.883 1.398 0.100
C: 0.702 0.961 0.228
N: 1.814 0.441 0.614
N: 1.671 -0.890 1.055
H: 0.478 -0.876 -1.224
H: -1.798 1.965 -1.134
H: 0.749 2.076 0.187
H: 0.800 -1.210 1.488
H: 2.393 -1.090 1.730

Output
SMILES: [H]/N=C\N(S)/C=N\N
molar mass: 118.2 Da
multiplicity: 1
HOMO level: -8.735 eV

=====

*C*
C2H6N4S | ωB97M-V with the def2-TZVPD basis set

Element x y z (Å)
H: 0.832 1.905 0.394
N: -0.132 1.590 0.384
C: -0.217 0.355 0.113
N: 0.823 -0.563 -0.087
S: 2.451 -0.083 -0.168
C: -1.576 -0.274 0.011
N: -2.529 0.600 -0.415
N: -1.861 -1.493 0.262
H: -1.036 -2.010 0.594
H: 0.560 -1.402 -0.610
H: 2.836 -0.451 1.059
H: -2.284 1.565 -0.288
H: -3.475 0.296 -0.209

Output
SMILES: [H]/N=C(NS)/C(N)=N\[H]
molar mass: 118.2 Da
multiplicity: 1
HOMO level: -9.484 eV

=====

Least stable: *B*

=====

*A*
C3H2O4 | ωB97M-V with the def2-TZVPD basis set

Element x y z (Å)
O: 2.501 -0.893 0.000
C: 1.474 -0.319 -0.015
O: 1.105 1.065 -0.158
C: -0.302 1.168 0.095
C: -0.771 -0.046 -0.064
O: -1.976 -0.709 -0.089
O: 0.216 -0.967 -0.093
H: -0.478 2.329 0.057
H: -1.769 -1.628 0.267

Output
SMILES: O=c1occ(O)o1
molar mass: 102.0 Da
multiplicity: 1
HOMO level: -9.431 eV

=====

*B*
C3H2O4 | ωB97M-V with the def2-TZVPD basis set

Element x y z (Å)
O: 1.927 0.533 1.891
C: 1.543 0.439 0.575
C: 0.265 -0.485 0.432
O: 0.137 -1.465 1.179
C: -0.825 0.046 -0.509
O: -0.544 0.693 -1.603
O: -2.029 -0.605 -0.494
H: 1.929 1.248 -0.201
H: -2.404 -0.404 -1.271

Output
SMILES: O=CC(=O)C(=O)O
molar mass: 102.0 Da
multiplicity: 1
HOMO level: -10.843 eV

=====

Least stable: *B*

=====

*A*
C5H15N2 | ωB97M-V with the def2-TZVPD basis set

Element x y z (Å)
C: -0.494 -1.886 -2.457
C: -0.796 -0.907 -1.370
C: -1.739 -1.094 -0.399
N: -1.851 -0.140 0.679
H: -1.137 -2.747 -2.383
H: -0.681 -1.458 -3.427
H: 0.531 -2.245 -2.374
H: -0.151 -0.032 -1.322
H: -2.444 -1.908 -0.365
H: -0.930 0.285 0.845
H: -2.512 0.683 0.485
H: -2.172 -0.570 1.565
C: 0.961 0.920 2.134
C: 1.287 1.690 0.862
N: 2.486 1.120 0.260
H: 1.827 0.945 2.778
H: 0.131 1.327 2.689
H: 0.777 -0.124 1.953
H: 0.428 1.664 0.178
H: 1.505 2.706 1.136
H: 2.251 0.241 -0.164
H: 2.783 1.720 -0.504

Output
⟨S²⟩: 0.75
molar mass: 103.2 Da
multiplicity: 2
HOMO level (spin up / spin down): -3.521 / -9.715 eV

=====

*B*
C5H15N2 | ωB97M-V with the def2-TZVPD basis set

Element x y z (Å)
N: -2.463 -1.153 1.090
C: -2.093 -1.122 -0.469
C: -1.393 0.159 -0.699
N: -0.170 0.253 0.155
C: 1.094 -0.437 -0.177
C: 2.404 0.374 0.329
C: 2.472 1.870 -0.183
H: -1.878 -0.527 1.698
H: -3.456 -0.784 1.150
H: -2.534 -2.206 1.320
H: -1.658 -2.259 -0.575
H: -2.904 -1.312 -1.127
H: -1.142 0.267 -1.736
H: -2.217 0.917 -0.385
H: 0.108 1.190 0.257
H: 1.428 -0.640 -1.209
H: 0.983 -1.470 0.226
H: 3.427 -0.085 0.067
H: 2.239 0.413 1.479
H: 3.452 2.163 -0.258
H: 2.091 2.647 0.357
H: 2.209 1.741 -1.309

Output
⟨S²⟩: 0.75
molar mass: 103.2 Da
multiplicity: 2
HOMO level (spin up / spin down): -3.468 / -9.499 eV

=====

Least stable: *B*

=====

*A*
C4H7N | ωB97M-V with the def2-TZVPD basis set

Element x y z (Å)
C: 1.129 0.651 1.433
C: 1.039 -0.034 0.292
C: -0.281 -0.180 -0.409
C: -1.248 0.734 -0.412
N: -0.462 -1.426 -1.002
H: 1.956 0.960 2.058
H: 0.242 1.207 1.715
H: 1.836 -0.687 -0.042
H: -1.186 1.664 0.133
H: -2.161 0.694 -0.991
H: -1.175 -1.534 -1.688
H: 0.311 -2.049 -1.086

Output
SMILES: C=CC(=C)N
molar mass: 69.1 Da
multiplicity: 1
HOMO level: -7.968 eV

=====

*B*
C4H7N | ωB97M-V with the def2-TZVPD basis set

Element x y z (Å)
H: -2.511 -1.461 0.430
N: -2.514 -0.583 -0.054
C: -1.436 0.028 -0.052
C: -0.770 1.273 -0.110
C: 0.017 0.081 0.491
C: 1.150 -0.593 -0.157
H: -0.564 1.622 -1.173
H: -1.108 2.086 0.640
H: 0.056 0.386 1.527
H: 1.005 -0.645 -1.231
H: 1.088 -1.723 0.019
H: 2.149 -0.120 0.018

Output
SMILES: [H]/N=C1/C[C@@H]1C
molar mass: 69.1 Da
multiplicity: 1
HOMO level: -8.846 eV

=====

*C*
C4H7N | ωB97M-V with the def2-TZVPD basis set

Element x y z (Å)
C: 1.599 0.896 1.389
N: 0.755 -0.025 1.209
C: -0.317 0.141 0.326
C: -0.500 -0.716 -0.675
C: -1.373 -0.460 -1.869
H: 1.648 1.623 0.564
H: 2.413 0.831 2.100
H: -0.765 1.131 0.314
H: 0.316 -1.433 -0.742
H: -0.992 0.399 -2.425
H: -1.304 -1.267 -2.601
H: -2.426 -0.399 -1.600

Output
SMILES: C=N/C=C/C
molar mass: 69.1 Da
multiplicity: 1
HOMO level: -8.574 eV

=====

*D*
C4H7N | ωB97M-V with the def2-TZVPD basis set

Element x y z (Å)
C: -2.459 -0.658 -0.816
N: -1.281 -0.884 -0.443
C: -0.343 0.137 -0.288
C: 0.755 -0.182 0.432
C: 1.975 0.535 0.656
H: -2.878 0.345 -1.138
H: -3.103 -1.401 -0.878
H: -0.420 0.978 -0.772
H: 0.732 -1.109 0.930
H: 1.985 1.057 1.665
H: 2.155 1.266 -0.083
H: 2.881 -0.082 0.734

Output
SMILES: C=N/C=C/C
molar mass: 69.1 Da
multiplicity: 1
HOMO level: -8.776 eV

=====

Least stable: *B*

=====

*A*
C4H7N | ωB97M-V with the def2-TZVPD basis set

Element x y z (Å)
C: -32.114 2.070 -1.101
C: -31.071 3.217 -0.658
C: -30.348 3.849 -1.823
C: -29.553 5.031 -1.607
N: -28.898 6.021 -1.528
H: -33.106 2.231 -0.679
H: -31.870 1.115 -0.635
H: -32.237 2.005 -2.183
H: -30.335 2.979 0.110
H: -31.603 4.044 -0.187
H: -31.163 4.265 -2.415
H: -29.883 3.094 -2.457

Output
SMILES: CCCC#N
molar mass: 69.1 Da
multiplicity: 1
HOMO level: -11.259 eV

=====

*B*
C4H7N | ωB97M-V with the def2-TZVPD basis set

Element x y z (Å)
H: 2.138 -1.817 -0.381
N: 1.129 -1.917 -0.664
C: 0.290 -1.064 -0.342
C: -1.187 -0.600 -0.284
C: -0.050 0.054 0.614
C: 0.309 1.507 0.306
H: -1.460 -0.077 -1.223
H: -1.974 -1.097 0.244
H: -0.109 -0.421 1.579
H: -0.139 1.384 -0.718
H: 1.278 1.682 0.181
H: -0.225 2.367 0.688

Output
SMILES: [H]/N=C1/C[C@@H]1C
molar mass: 69.1 Da
multiplicity: 1
HOMO level: -8.851 eV

=====

*C*
C4H7N | ωB97M-V with the def2-TZVPD basis set

Element x y z (Å)
C: 0.863 0.510 1.110
C: -0.481 -0.006 0.642
C: -0.418 0.144 -0.873
C: -0.409 -1.269 -1.654
N: -0.585 -2.314 -2.124
H: 0.824 0.712 2.152
H: 1.052 1.392 0.574
H: 1.721 -0.126 0.946
H: -1.267 0.686 0.825
H: -0.609 -1.014 0.912
H: -1.303 0.676 -1.319
H: 0.611 0.608 -1.192

Output
SMILES: CCCC#N
molar mass: 69.1 Da
multiplicity: 1
HOMO level: -11.559 eV

=====

*D*
C4H7N | ωB97M-V with the def2-TZVPD basis set

Element x y z (Å)
C: 1.903 0.223 0.250
N: 0.849 0.914 0.418
C: -0.367 0.251 0.181
C: -1.365 0.400 1.124
C: -0.478 -0.538 -1.097
H: 2.059 -0.811 0.565
H: 2.765 0.799 -0.093
H: -1.824 1.379 1.219
H: -1.845 -0.448 1.602
H: -1.492 -0.924 -0.970
H: 0.196 -1.382 -1.254
H: -0.400 0.136 -1.945

Output
SMILES: C=NC(=C)C
molar mass: 69.1 Da
multiplicity: 1
HOMO level: -7.413 eV

=====

Least stable: *D*